(1)
113
Properties=species:S:1:pos:R:3:forces:R:3:mulliken_charge:R:1 method="wB97M-V/def2-TZVPD" largest_force_ev_per_a=0.60 homo_energy_ha=-0.23049 total_energy_ha=-5660.09781 homo_lumo_gap_ev=6.853
Pd -0.568 -0.692 -0.063 0.06 0.22 -0.10 -1.55
F -1.386 -4.950 0.728 -0.10 0.01 -0.10 -0.57
Ge -1.053 -3.218 0.091 0.14 -0.23 0.01 2.20
C 0.882 -3.741 -0.100 0.16 -0.10 0.08 -1.13
C 1.179 -5.110 -0.018 -0.11 -0.09 0.04 -0.13
C 2.465 -5.595 -0.179 0.05 -0.03 -0.01 -0.93
C 3.518 -4.727 -0.433 -0.04 0.06 -0.01 -0.88
C 3.249 -3.375 -0.533 0.06 -0.08 0.03 -0.17
C 1.953 -2.882 -0.361 0.00 0.07 -0.01 -0.56
P 1.679 -1.106 -0.640 -0.34 0.10 0.06 3.68
C 2.904 -0.256 0.405 0.12 0.00 0.01 0.94
C 3.114 1.111 0.194 -0.01 0.02 0.04 -0.77
C 3.935 1.843 1.035 0.00 0.01 0.02 -1.23
C 4.539 1.226 2.127 -0.01 0.02 0.01 -0.83
C 4.316 -0.121 2.362 -0.01 -0.01 0.00 -0.57
C 3.508 -0.860 1.505 0.03 0.05 -0.02 -1.12
C 2.348 -0.982 -2.337 0.04 0.05 -0.01 0.92
C 1.639 -1.685 -3.313 -0.02 0.00 -0.01 -0.40
C 2.051 -1.672 -4.633 0.01 0.02 -0.04 -0.61
C 3.172 -0.937 -5.006 -0.04 -0.02 -0.01 -0.69
C 3.878 -0.232 -4.046 0.01 0.01 0.00 -0.68
C 3.472 -0.259 -2.715 0.08 0.02 -0.03 -0.57
C -2.167 -3.513 -1.513 -0.09 -0.19 -0.05 -0.63
C -2.558 -4.816 -1.840 0.04 0.07 0.03 -0.36
C -3.497 -5.043 -2.833 -0.02 -0.02 -0.02 -0.88
C -4.094 -3.974 -3.494 0.01 -0.01 -0.01 -0.88
C -3.714 -2.681 -3.184 -0.02 0.02 0.00 -0.45
C -2.726 -2.454 -2.223 0.03 0.02 0.06 0.00
P -2.116 -0.806 -1.778 0.14 0.06 0.34 3.09
C -3.650 0.171 -1.636 0.00 0.08 -0.11 0.12
C -3.826 1.392 -2.279 -0.05 0.00 0.00 -0.37
C -4.959 2.159 -2.037 0.01 0.00 -0.01 -0.79
C -5.928 1.713 -1.152 -0.02 0.01 0.00 -0.61
C -5.757 0.494 -0.504 0.01 -0.08 0.00 -0.68
C -4.625 -0.269 -0.741 -0.10 0.03 0.00 -0.55
C -1.360 -0.114 -3.298 -0.04 -0.07 -0.12 0.43
C -1.610 -0.587 -4.585 0.02 -0.01 0.06 -0.85
C -0.999 -0.001 -5.684 0.01 -0.01 -0.01 -0.78
C -0.133 1.069 -5.516 0.01 0.00 -0.03 -0.78
C 0.127 1.547 -4.241 0.01 -0.01 0.01 -0.67
C -0.478 0.953 -3.144 0.04 0.03 0.03 0.25
C -2.212 -2.703 1.638 -0.07 -0.06 0.19 -0.15
C -3.471 -3.308 1.699 0.02 -0.01 -0.03 -0.27
C -4.248 -3.214 2.839 -0.03 0.00 0.05 -0.83
C -3.750 -2.585 3.978 -0.01 0.00 -0.03 -0.84
C -2.498 -1.997 3.940 0.02 0.05 0.00 -0.15
C -1.759 -1.995 2.754 0.07 -0.11 -0.03 -0.20
P -0.183 -1.131 2.500 -0.34 0.27 -0.41 2.32
C 0.990 -1.994 3.598 -0.04 -0.10 -0.02 0.38
C 1.160 -3.362 3.370 0.03 0.00 0.05 -0.27
C 2.091 -4.083 4.099 0.03 0.01 0.03 -0.61
C 2.863 -3.448 5.066 -0.01 -0.04 -0.02 -0.63
C 2.685 -2.095 5.308 -0.01 0.02 0.00 -0.70
C 1.751 -1.369 4.578 0.06 0.04 0.03 -0.55
C -0.308 0.539 3.216 -0.04 -0.01 0.11 0.86
C 0.822 1.347 3.066 -0.01 0.09 -0.01 -0.07
C 0.804 2.674 3.458 0.04 0.00 -0.01 -0.96
C -0.354 3.227 3.990 0.00 0.05 0.00 -0.89
C -1.483 2.438 4.135 -0.01 -0.02 0.01 -0.65
C -1.461 1.101 3.754 0.07 0.00 -0.02 -1.18
H 0.379 -5.805 0.193 0.04 0.05 -0.02 0.51
H 2.642 -6.662 -0.109 0.01 0.02 0.00 0.42
H 4.527 -5.095 -0.566 -0.01 -0.01 0.01 0.44
H 4.054 -2.683 -0.755 0.00 0.00 -0.01 0.51
H 2.624 1.609 -0.637 0.00 -0.03 0.00 0.68
H 4.098 2.897 0.848 -0.01 -0.01 0.00 0.44
H 5.171 1.799 2.794 0.00 -0.01 -0.01 0.40
H 4.766 -0.608 3.219 -0.01 0.01 -0.01 0.45
H 3.342 -1.910 1.706 -0.01 -0.03 0.01 0.15
H 0.759 -2.254 -3.032 -0.01 0.01 0.02 0.12
H 1.491 -2.227 -5.374 0.00 0.00 -0.01 0.46
H 3.490 -0.920 -6.041 0.00 0.01 0.01 0.38
H 4.757 0.335 -4.325 -0.01 -0.01 0.00 0.45
H 4.056 0.276 -1.977 -0.03 -0.03 -0.02 0.40
H -2.146 -5.644 -1.278 -0.02 0.01 -0.02 0.47
H -3.791 -6.059 -3.071 0.00 0.01 -0.01 0.42
H -4.855 -4.149 -4.244 0.00 -0.01 0.02 0.42
H -4.196 -1.844 -3.675 0.00 0.00 0.01 0.56
H -3.077 1.755 -2.973 0.00 -0.01 0.00 0.48
H -5.078 3.107 -2.547 -0.03 0.00 0.02 0.43
H -6.814 2.307 -0.965 0.02 0.00 0.00 0.40
H -6.504 0.133 0.193 -0.02 0.03 -0.02 0.44
H -4.494 -1.209 -0.213 0.04 -0.01 -0.01 0.39
H -2.268 -1.431 -4.737 0.00 -0.01 -0.01 0.34
H -1.199 -0.389 -6.676 0.01 0.01 0.00 0.42
H 0.349 1.517 -6.376 0.00 0.01 0.01 0.37
H 0.818 2.369 -4.096 -0.01 -0.01 -0.01 0.49
H -0.247 1.304 -2.146 -0.01 -0.02 0.01 -0.30
H -3.833 -3.886 0.855 0.03 0.02 0.01 0.51
H -5.228 -3.676 2.862 0.01 0.02 0.00 0.45
H -4.333 -2.559 4.889 0.00 -0.01 -0.01 0.40
H -2.095 -1.531 4.831 0.01 0.02 -0.01 0.60
H 0.563 -3.875 2.627 -0.02 0.00 -0.03 0.20
H 2.213 -5.142 3.908 0.01 0.01 0.01 0.47
H 3.594 -4.012 5.633 0.00 0.01 0.00 0.39
H 3.271 -1.594 6.069 0.00 -0.02 0.00 0.47
H 1.627 -0.311 4.774 0.01 -0.06 0.02 0.41
H 1.724 0.940 2.626 0.04 -0.05 -0.04 -0.14
H 1.695 3.278 3.330 -0.02 0.00 0.01 0.46
H -0.377 4.269 4.284 0.01 -0.01 0.00 0.39
H -2.395 2.862 4.538 0.01 0.00 0.00 0.43
H -2.361 0.512 3.849 -0.05 -0.05 0.01 0.35
C -2.602 4.097 0.583 -0.05 0.01 0.01 -0.84
C -3.237 2.927 0.964 0.01 0.00 0.02 -1.30
C -2.546 1.732 0.850 0.00 -0.03 -0.01 -0.05
N -1.300 1.651 0.384 0.15 -0.07 -0.01 1.58
C -0.692 2.784 0.035 0.02 0.03 0.03 -0.18
C -1.299 4.027 0.115 0.04 -0.01 -0.02 -1.16
H -3.115 5.049 0.652 0.02 0.00 0.00 0.43
H -4.252 2.926 1.336 0.02 0.01 -0.01 0.54
H -3.004 0.791 1.129 0.01 0.03 0.03 0.35
H 0.329 2.689 -0.318 -0.01 0.00 0.00 0.00
H -0.756 4.913 -0.186 -0.02 0.00 0.01 0.52



(2)
126
Properties=species:S:1:pos:R:3:forces:R:3:mulliken_spin:R:1 method="wB97M-V/def2-TZVPD" s_squared=3.85 largest_force_ev_per_a=4.92 multiplicity=4 homo_energy_ha="-0.41608 / -0.47793" charge=+2 total_energy_ha=-4313.67745 homo_lumo_gap_ev="5.945 / 5.732"
C 0.518 -3.229 4.310 0.30 0.03 0.14 0.00
C -0.158 -3.457 2.959 -0.33 0.02 -0.57 0.02
C -1.148 -4.614 3.061 -0.11 0.08 -0.08 0.00
C 0.916 -3.665 1.898 -0.23 0.23 0.23 -0.01
C 1.339 -4.951 1.558 0.30 0.01 0.04 0.00
C 2.580 -5.141 0.954 0.02 0.20 -0.26 0.00
C 3.381 -4.045 0.634 -0.15 -0.18 0.13 0.00
C 2.947 -2.748 0.904 0.31 0.46 -0.56 0.01
C 3.854 -1.550 0.614 -0.25 0.11 0.31 -0.01
C 3.705 -1.092 -0.830 0.02 -0.05 -0.25 -0.01
C 5.312 -1.791 1.001 -0.06 -0.14 0.03 0.00
C 1.663 -2.564 1.431 0.52 -1.08 0.07 0.01
N 1.247 -1.218 1.716 0.42 1.50 1.94 0.08
N 1.920 -0.598 2.715 -1.99 0.65 -1.90 0.14
N 1.305 0.595 2.878 0.37 -2.24 -2.07 -0.05
C 2.045 1.633 3.535 1.04 0.65 1.01 -0.01
C 2.287 2.865 2.879 -0.27 -0.21 -0.38 0.01
C 2.254 2.983 1.349 -0.85 -0.26 0.47 0.01
C 3.596 2.544 0.760 0.26 0.08 0.08 0.00
C 1.800 4.366 0.897 0.06 0.10 -0.16 0.00
C 2.678 3.947 3.664 0.22 -0.35 -0.05 0.00
C 3.083 3.737 4.982 -0.12 0.06 0.21 0.00
C 3.093 2.457 5.528 0.08 0.18 -0.23 0.00
C 2.561 1.378 4.817 -0.25 -0.08 0.49 -0.01
C 2.526 0.001 5.491 -0.35 -0.11 -0.43 0.00
C 1.510 -0.056 6.638 0.03 0.12 0.01 0.00
C 3.913 -0.465 5.952 -0.04 0.19 -0.12 0.00
C 0.208 0.712 2.025 0.90 0.20 1.15 0.14
C -0.640 1.869 2.196 -1.38 1.54 0.34 0.03
C -0.698 2.426 3.506 0.27 -0.25 -0.52 0.00
C -1.234 3.679 3.717 -0.47 -0.06 0.07 -0.01
C -1.163 4.311 5.086 0.15 0.65 1.55 0.00
F -1.188 5.679 5.012 -0.03 -1.42 -0.05 0.00
F -2.194 3.931 5.903 0.91 0.31 -0.94 0.00
F -0.005 3.974 5.749 -1.12 0.19 -0.81 0.00
C -1.885 4.357 2.688 0.50 -0.14 0.11 0.03
C -1.910 3.798 1.419 -0.30 -0.01 0.22 0.01
C -2.601 4.588 0.336 -0.93 0.55 -1.10 0.00
F -1.788 4.768 -0.761 -0.77 -0.25 1.08 0.00
F -3.735 3.944 -0.096 1.15 0.47 0.37 0.00
F -3.010 5.829 0.735 0.66 -1.32 -0.28 0.00
C -1.337 2.548 1.163 0.70 -0.34 0.46 0.01
C 0.211 -0.411 1.197 0.66 -0.78 0.27 -0.10
C -0.514 -0.690 0.041 0.46 0.00 0.73 0.45
H 1.252 -2.417 4.251 -0.14 -0.17 0.14 0.00
H -0.219 -2.984 5.085 0.11 -0.05 -0.16 0.00
H 1.057 -4.136 4.620 -0.15 0.22 -0.07 0.00
H -0.712 -2.553 2.675 -0.08 -0.06 0.17 0.00
H -1.578 -4.848 2.083 -0.01 -0.06 0.12 0.00
H -0.663 -5.511 3.463 -0.15 0.14 -0.06 0.00
H -1.965 -4.337 3.736 0.13 -0.11 -0.07 0.00
H 0.728 -5.821 1.812 0.28 0.39 0.10 0.00
H 2.953 -6.148 0.770 -0.19 0.24 -0.06 0.00
H 4.356 -4.198 0.168 -0.29 0.01 0.28 0.00
H 3.508 -0.737 1.262 0.23 -0.11 -0.30 0.01
H 2.654 -0.868 -1.055 0.15 -0.02 -0.07 0.01
H 4.298 -0.186 -1.008 -0.10 -0.21 -0.02 0.00
H 4.046 -1.884 -1.513 -0.09 0.25 0.07 0.00
H 5.377 -2.031 2.070 0.10 -0.02 -0.25 0.00
H 5.746 -2.617 0.424 0.05 0.27 0.16 0.00
H 5.896 -0.880 0.815 -0.09 -0.27 0.01 0.00
H 1.499 2.276 0.979 0.21 0.14 -0.05 0.01
H 3.933 1.597 1.208 -0.06 0.24 -0.11 0.00
H 3.520 2.397 -0.325 -0.01 0.11 0.19 0.00
H 4.365 3.305 0.955 -0.13 -0.23 -0.04 0.00
H 0.884 4.660 1.423 0.18 0.01 -0.08 0.00
H 2.575 5.117 1.089 -0.21 -0.09 -0.12 0.00
H 1.578 4.364 -0.176 0.13 0.06 0.15 0.00
H 2.692 4.950 3.227 0.24 -0.43 0.19 0.00
H 3.407 4.589 5.577 -0.03 -0.20 -0.08 0.00
H 3.492 2.283 6.531 -0.18 0.14 -0.37 0.00
H 2.210 -0.703 4.715 0.08 0.08 0.62 0.00
H 0.526 0.317 6.314 0.22 -0.11 0.18 0.00
H 1.396 -1.096 6.982 0.02 0.35 -0.04 0.00
H 1.859 0.558 7.483 -0.23 -0.19 -0.20 0.00
H 4.598 -0.516 5.095 -0.05 0.04 0.29 0.00
H 4.321 0.224 6.704 0.02 -0.28 -0.19 0.00
H 3.833 -1.467 6.396 0.05 0.29 -0.08 0.00
H -0.282 1.876 4.349 0.00 0.23 -0.23 0.01
H -2.339 5.317 2.888 0.06 0.02 -0.11 0.00
H -1.382 2.100 0.172 0.07 0.37 0.04 0.02
H -1.284 0.022 -0.220 -0.06 -0.42 -0.37 0.16
H -0.201 -1.558 -0.530 -0.48 0.15 -0.15 0.03
O -2.132 -0.376 -10.445 2.01 -0.91 3.62 0.06
C -1.586 -0.568 -9.433 -2.44 0.63 -4.22 -0.07
Cr -0.706 -0.558 -7.734 -0.71 0.85 -2.21 1.10
C -2.275 0.276 -7.106 -3.38 2.61 1.50 -0.05
O -3.231 0.863 -6.785 3.16 -2.16 -1.03 0.00
C -0.257 1.155 -8.430 0.22 4.35 -1.32 -0.05
O -0.150 2.194 -8.948 -0.11 -3.58 1.75 0.02
C 1.034 -1.790 -8.117 1.27 -0.59 -0.07 0.08
C -0.099 -2.613 -7.979 -0.03 -0.07 -0.42 -0.07
C -0.938 -2.461 -6.865 -0.43 -1.31 1.26 0.06
C -0.562 -1.619 -5.790 -0.95 0.20 0.87 -0.03
C -1.402 -1.458 -4.625 0.04 0.13 0.10 0.20
C -2.185 -1.190 -3.720 0.64 -0.39 -1.05 0.02
C -3.287 -0.904 -2.898 -0.46 -0.31 0.24 0.35
C -3.593 0.513 -2.742 0.06 0.79 -0.19 -0.02
C -2.502 1.412 -2.832 -0.19 0.13 -0.15 0.09
C -2.691 2.780 -2.972 -0.09 -0.26 0.28 -0.05
C -3.982 3.306 -2.875 0.00 -0.08 -0.18 0.10
C -5.077 2.450 -2.753 0.30 0.02 0.08 -0.05
C -4.897 1.068 -2.735 0.17 0.07 -0.01 0.12
C -4.222 -1.978 -2.676 -0.01 -0.59 0.06 -0.09
C -3.936 -3.265 -3.218 -0.46 0.18 -0.49 0.13
C -4.980 -4.093 -3.620 0.07 0.19 0.35 -0.07
C -6.311 -3.717 -3.361 0.22 0.11 0.23 0.16
C -6.562 -2.626 -2.505 0.36 -0.12 -0.04 -0.07
C -5.514 -1.787 -2.121 -0.25 -0.12 -0.24 0.14
C 0.513 -0.729 -6.001 0.45 0.40 1.52 0.01
C 1.358 -0.872 -7.106 0.51 -0.17 -0.43 -0.03
H 1.659 -1.844 -9.015 -0.30 -0.07 0.45 0.00
H -0.358 -3.346 -8.747 0.04 0.46 0.14 -0.01
H -1.877 -3.016 -6.785 0.49 0.07 -0.01 0.00
H -1.492 1.000 -2.845 -0.19 0.12 -0.08 -0.01
H -1.826 3.423 -3.135 -0.28 -0.06 0.18 0.00
H -4.131 4.382 -2.903 0.00 -0.17 -0.07 0.00
H -6.085 2.859 -2.681 0.29 -0.12 -0.13 0.00
H -5.790 0.447 -2.775 0.42 0.19 -0.02 0.01
H -2.902 -3.537 -3.438 -0.38 0.10 -0.04 0.02
H -4.750 -5.026 -4.141 -0.18 0.33 0.17 0.00
H -7.127 -4.289 -3.804 0.17 0.10 0.35 0.01
H -7.574 -2.407 -2.152 0.37 -0.15 -0.20 0.00
H -5.705 -0.941 -1.457 0.04 -0.40 -0.29 0.01
H 0.701 0.038 -5.244 0.07 -0.40 -0.29 -0.01
H 2.251 -0.246 -7.185 -0.46 -0.09 -0.17 -0.01